[1]
{"formula": "C32H69Cl2F3N9O2P2", "method": "ωB97M-V/def2-TZVPD", "elements": ["C", "C", "C", "F", "C", "C", "C", "C", "C", "F", "N", "C", "F", "C", "C", "C", "C", "Cl", "C", "C", "Cl", "N", "C", "C", "C", "C", "C", "N", "H", "H", "H", "H", "H", "H", "H", "H", "H", "H", "H", "H", "H", "H", "H", "H", "H", "H", "H", "H", "H", "H", "H", "H", "H", "H", "H", "H", "H", "H", "H", "H", "H", "O", "P", "N", "C", "C", "N", "C", "C", "N", "C", "C", "H", "H", "H", "H", "H", "H", "H", "H", "H", "H", "H", "H", "H", "H", "H", "H", "H", "H", "O", "P", "N", "C", "C", "N", "C", "C", "N", "C", "C", "H", "H", "H", "H", "H", "H", "H", "H", "H", "H", "H", "H", "H", "H", "H", "H", "H", "H"], "positions_angstrom": [[3.2763, 4.8042, -1.8286], [2.7067, 4.1261, -0.4540], [1.1889, 3.6852, -0.6142], [0.5660, 3.6244, 0.6974], [0.9024, 2.3607, -1.4213], [-0.5262, 1.9269, -1.8599], [-1.8695, 2.7358, -1.5733], [-1.8961, 4.0623, -2.4847], [-3.0477, 4.0577, -3.6100], [-4.2866, 3.4856, -3.1569], [-0.3962, 0.6553, -2.5261], [-1.4252, -0.2447, -3.1137], [-2.6474, 0.4280, -3.4650], [-1.7433, -1.5441, -2.1901], [-2.8245, -1.1259, -1.0767], [0.9805, 0.2309, -2.5746], [1.4978, -1.1310, -3.2070], [1.9277, -2.5002, -2.0483], [1.6408, -1.2304, -4.6097], [2.1789, -2.5470, -5.3278], [1.1697, 0.2090, -5.6114], [1.7177, 1.2805, -1.9186], [3.1968, 1.1847, -1.7962], [3.6099, 0.3753, -0.4415], [4.8128, -0.6016, -0.8490], [5.2149, -1.6949, 0.2614], [4.1828, -1.8486, 1.4729], [4.3256, -0.7457, 2.4613], [2.5623, 4.5790, -2.7028], [3.4311, 5.9265, -1.6930], [4.2922, 4.3021, -2.0505], [2.7282, 4.9745, 0.3216], [3.4137, 3.3028, -0.0771], [0.6493, 4.5448, -1.1676], [-1.8363, 3.0130, -0.4518], [-2.8215, 2.1071, -1.6965], [-0.8943, 4.1266, -3.0514], [-1.9374, 5.0091, -1.8276], [-2.6336, 3.4511, -4.4916], [-3.2091, 5.1461, -3.9301], [-1.0140, -0.6654, -4.1050], [-0.7597, -1.9224, -1.7178], [-2.1108, -2.4253, -2.8406], [-2.6808, -1.6645, -0.0719], [-2.6866, -0.0021, -0.8776], [-3.8837, -1.2834, -1.4911], [1.4677, -3.4285, -5.1021], [2.0757, -2.3643, -6.4623], [3.2477, -2.8309, -5.0604], [3.5459, 0.4967, -2.6585], [3.7637, 2.1598, -1.9340], [2.7003, -0.3064, -0.2278], [3.8205, 1.0577, 0.4437], [5.7322, 0.0664, -1.0584], [4.6216, -1.1702, -1.8390], [5.3157, -2.7245, -0.2541], [6.2837, -1.4364, 0.6082], [3.1067, -1.9415, 1.0904], [4.4147, -2.8515, 1.9966], [5.3091, -0.6595, 2.7750], [3.7021, -0.8719, 3.2714], [-8.1694, 1.8350, -0.6530], [-8.8789, 2.8031, -1.6218], [-10.4319, 2.2201, -1.1785], [-11.5947, 1.9750, -2.0041], [-10.8681, 2.6037, 0.1675], [-8.2536, 2.0021, -3.0147], [-8.8231, 0.7409, -3.4720], [-6.7937, 1.8757, -3.0056], [-9.6241, 3.9820, -2.7112], [-10.1723, 5.1816, -2.0950], [-9.8992, 3.8818, -4.1300], [-12.1491, 2.8931, -2.2345], [-12.2887, 1.2984, -1.4948], [-11.3589, 1.4755, -2.9389], [-11.3271, 3.5974, 0.1662], [-10.0259, 2.6256, 0.8660], [-11.5845, 1.8834, 0.5713], [-8.9912, 0.0342, -2.6548], [-8.1809, 0.2547, -4.2145], [-9.7601, 0.9135, -4.0042], [-6.4601, 1.0418, -2.3761], [-6.3306, 2.7906, -2.6300], [-6.4107, 1.7164, -4.0187], [-11.2661, 5.1295, -2.0221], [-9.9041, 6.0804, -2.6560], [-9.7767, 5.3152, -1.0850], [-10.7086, 3.1810, -4.3443], [-9.0175, 3.5887, -4.7033], [-10.2029, 4.8475, -4.5491], [6.1413, -2.9857, 4.1441], [7.0986, -3.5478, 5.2162], [7.0450, -5.1239, 4.5371], [6.9996, -6.4112, 5.1971], [7.7457, -5.2628, 3.2569], [5.9416, -3.3444, 6.4778], [4.8306, -4.2752, 6.6315], [5.4186, -1.9787, 6.5730], [8.2448, -4.1071, 6.4419], [9.6323, -4.2418, 6.0221], [7.9966, -4.5882, 7.7861], [7.9851, -6.7387, 5.5502], [6.6316, -7.1798, 4.5097], [6.3106, -6.4386, 6.0357], [8.8136, -5.4489, 3.4089], [7.6475, -4.3567, 2.6508], [7.3253, -6.0783, 2.6624], [4.3401, -4.5056, 5.6817], [4.0720, -3.8869, 7.3197], [5.1673, -5.2001, 7.1026], [4.6381, -1.7866, 5.8270], [6.2186, -1.2480, 6.4231], [4.9982, -1.7930, 7.5663], [9.8962, -5.2923, 5.8457], [10.3192, -3.8313, 6.7661], [9.8129, -3.6923, 5.0948], [7.5213, -5.5711, 7.7905], [7.3832, -3.8968, 8.3670], [8.9276, -4.6887, 8.3545]], "atomic_forces_ev_per_a": [[0.14, -1.09, 0.35], [0.24, 0.96, -0.06], [0.44, 0.52, -0.08], [0.87, -0.36, -2.01], [-4.15, -3.12, -2.12], [2.81, -0.09, 0.80], [0.53, -0.24, 0.40], [-0.01, 0.18, -0.02], [1.06, 0.21, 0.13], [2.07, 0.93, -0.56], [2.28, 1.24, 1.02], [-1.11, -2.47, -1.31], [2.44, -0.65, 0.99], [-0.09, 0.39, 0.41], [0.20, 0.32, -0.15], [-0.91, 2.38, 1.41], [-0.02, 1.59, -1.49], [-0.57, 1.89, -1.71], [0.33, -0.78, 2.50], [-1.27, 0.52, -0.91], [0.64, -1.76, 1.12], [-1.60, -0.40, -0.69], [1.55, -1.71, 0.07], [-0.68, -0.80, -1.45], [0.83, 0.38, 0.14], [0.13, -0.15, -0.24], [0.85, -1.21, 0.38], [-0.08, 0.08, -0.57], [1.15, 0.50, 1.21], [-0.31, -1.65, -0.32], [-1.58, 1.05, 0.14], [-0.26, -1.53, -0.94], [-1.37, 1.15, -0.54], [0.70, -1.48, 0.88], [0.09, -0.37, -1.85], [1.61, 0.87, -0.11], [-1.55, -0.03, 0.73], [-0.22, -1.58, -0.96], [-1.08, 0.71, 1.22], [-0.11, -1.70, 0.39], [-0.50, 1.12, 1.52], [-1.49, 0.86, -0.72], [0.47, 1.69, 0.83], [-0.27, 0.66, -1.72], [-0.34, -1.66, -0.12], [1.63, 0.25, 0.80], [1.19, 1.44, -0.08], [0.43, -0.31, 1.83], [-1.47, 0.62, -0.18], [-0.72, 1.23, 1.24], [-1.31, -1.09, 0.25], [1.39, 1.30, -0.01], [-0.20, -1.10, -1.17], [-1.34, -1.05, 0.27], [-0.12, 1.12, 1.54], [-0.25, 1.61, 0.79], [-1.79, -0.47, -0.06], [1.46, 0.37, 0.49], [-0.29, 1.27, -0.94], [-1.05, -0.46, -0.08], [0.72, -0.07, -0.58], [1.38, 3.77, 1.46], [-2.80, -5.92, -3.44], [-0.93, -0.11, 1.35], [-0.01, 0.62, -0.49], [0.52, -0.32, 0.27], [0.82, -0.30, -1.56], [-0.50, 0.14, 0.04], [-0.06, 0.31, 0.28], [1.20, 1.49, 1.82], [-0.21, -0.05, 0.26], [0.93, 0.14, -0.79], [-0.17, 0.04, -0.09], [0.22, 0.12, 0.24], [0.21, 0.13, -0.06], [-0.23, 0.04, 0.06], [0.00, -0.02, -0.22], [-0.05, 0.02, -0.14], [-0.05, -0.13, 0.04], [0.19, 0.25, 0.22], [-0.13, -0.06, 0.14], [0.05, 0.05, 0.06], [-0.09, -0.13, 0.02], [-0.19, 0.03, -0.02], [0.00, 0.07, -0.08], [-0.01, -0.02, -0.01], [-0.07, -0.05, -0.02], [0.03, -0.14, 0.13], [-0.16, -0.15, 0.16], [-0.02, 0.08, 0.38], [3.35, 2.54, -0.74], [-5.31, -4.70, 2.19], [0.38, -0.71, -1.47], [0.52, 0.06, 0.62], [-0.41, 0.44, -0.26], [-0.70, 0.53, 1.45], [0.25, -0.43, -0.03], [0.31, 0.10, -0.15], [1.32, 1.73, -1.48], [0.08, -0.16, -0.29], [-0.25, 0.84, 0.93], [0.07, -0.16, 0.07], [0.10, 0.27, -0.19], [0.06, 0.22, 0.09], [0.11, -0.20, -0.08], [-0.05, -0.03, 0.21], [0.02, -0.07, 0.13], [-0.10, -0.08, -0.07], [0.23, 0.27, -0.15], [0.00, -0.11, -0.16], [0.05, 0.07, -0.03], [-0.06, -0.02, -0.04], [0.07, -0.18, -0.02], [0.04, 0.01, 0.10], [-0.02, -0.01, -0.01], [-0.03, -0.08, 0.01], [-0.12, 0.01, -0.17], [-0.06, -0.18, -0.20], [0.14, 0.07, -0.36]], "lowdin_charge": [-0.100, -0.175, -0.218, -0.049, 0.027, -0.013, -0.104, -0.161, -0.151, -0.097, 0.070, -0.234, -0.009, -0.146, -0.087, -0.141, -0.533, 0.659, -0.597, -0.100, 0.665, 0.016, -0.116, -0.162, -0.219, -0.187, -0.298, -0.024, 0.081, 0.084, 0.077, 0.128, 0.101, 0.154, 0.135, 0.110, 0.114, 0.124, 0.125, 0.129, 0.135, 0.081, 0.132, 0.092, 0.064, 0.094, 0.103, 0.088, 0.097, 0.126, 0.114, 0.091, 0.108, 0.119, 0.090, 0.112, 0.116, 0.098, 0.104, 0.069, 0.068, -0.311, 0.758, -0.312, -0.127, -0.138, -0.355, -0.129, -0.162, -0.315, -0.141, -0.117, 0.077, 0.090, 0.051, 0.069, 0.071, 0.081, 0.088, 0.082, 0.055, 0.074, 0.051, 0.079, 0.080, 0.080, 0.073, 0.072, 0.082, 0.083, -0.327, 0.762, -0.309, -0.124, -0.139, -0.357, -0.126, -0.150, -0.312, -0.138, -0.112, 0.078, 0.090, 0.052, 0.070, 0.067, 0.080, 0.086, 0.085, 0.056, 0.066, 0.073, 0.080, 0.081, 0.083, 0.073, 0.073, 0.085, 0.085], "gap_ev": 5.8804, "lumo_energy_ev": -3.16, "charge": 1, "e_homo_ev": -9.043}

***

[2]
{"formula": "C6H15N", "method": "ωB97M-V/def2-TZVPD", "elements": ["C", "C", "C", "C", "C", "C", "N", "H", "H", "H", "H", "H", "H", "H", "H", "H", "H", "H", "H", "H", "H", "H"], "positions_angstrom": [[0.1073, -1.6713, 1.5679], [-0.4564, -1.3097, 0.2111], [0.1848, 0.0058, -0.3206], [1.4282, 0.6982, 0.3125], [-0.8984, 1.1476, -0.3628], [-0.5885, 2.5424, -0.9276], [-0.2847, -2.4409, -0.6844], [1.1254, -1.3423, 1.7775], [-0.5491, -1.5582, 2.4334], [0.2454, -2.7632, 1.6525], [-1.5373, -1.1056, 0.2156], [0.3307, -0.1469, -1.4056], [2.1682, -0.0684, 0.5509], [1.8070, 1.2815, -0.5175], [1.1847, 1.2223, 1.2300], [-1.6863, 0.6225, -0.9030], [-1.2546, 1.3365, 0.6521], [-1.5303, 3.0675, -1.0289], [0.0203, 2.5029, -1.8359], [0.0782, 3.0674, -0.2299], [-0.5745, -2.3351, -1.6509], [0.6799, -2.7529, -0.7365]], "atomic_forces_ev_per_a": [[0.05, -1.99, 1.05], [0.44, 0.90, -0.42], [-0.63, 2.47, -0.60], [-0.31, -2.35, -0.82], [-0.18, -0.94, 0.25], [1.13, -0.94, 0.41], [0.39, -0.97, -0.29], [-0.31, 0.63, -0.01], [0.04, 0.90, -0.15], [-0.18, 0.07, -0.54], [0.22, -0.24, 0.45], [0.61, -0.19, 0.39], [0.31, 0.23, 0.02], [0.36, 0.66, 0.45], [-0.02, 0.36, -0.10], [-0.58, 0.65, -0.15], [-0.19, -0.31, 0.19], [0.10, 0.33, -0.30], [-0.55, 0.01, -0.33], [-0.43, 0.09, 0.04], [-0.24, 0.52, 0.26], [-0.01, 0.09, 0.23]], "nbo_charge": [-0.642, -0.062, -0.205, -0.624, -0.385, -0.616, -0.837, 0.210, 0.226, 0.224, 0.193, 0.186, 0.201, 0.217, 0.209, 0.188, 0.187, 0.218, 0.200, 0.204, 0.359, 0.349], "gap_ev": 10.0988, "smiles": "CC[C@@H](C)[C@H](C)N", "lumo_energy_ev": 1.10, "e_above_lowest_ev": 1.133, "charge": 0, "e_homo_ev": -9.002}

***

[3]
{"formula": "CH4INS", "method": "ωB97M-V/def2-TZVPD", "elements": ["C", "N", "S", "I", "H", "H", "H", "H"], "positions_angstrom": [[-0.3966, -0.8491, 0.3923], [0.7456, -0.0682, 0.6242], [-0.5448, 2.5222, -0.1639], [2.3899, -0.6262, -0.3121], [-0.7231, -0.4100, -0.5785], [-0.4134, -1.8964, 0.1611], [-1.1866, -0.5554, 1.0253], [0.1291, 1.8832, -1.1483]], "atomic_forces_ev_per_a": [[-0.67, 0.82, -2.50], [0.45, 0.43, 1.20], [0.27, -0.25, -0.19], [0.50, -0.30, -0.35], [-0.36, -0.28, 0.02], [0.73, -0.82, 0.40], [-0.77, 0.16, 1.24], [-0.15, 0.23, 0.18]], "nbo_charge": [-0.508, -0.476, -0.109, 0.338, 0.232, 0.208, 0.222, 0.094], "gap_ev": [7.0873, 8.4274], "lumo_energy_ev": [-2.06, -0.97], "e_above_lowest_ev": 3.573, "charge": 0, "e_homo_ev": [-9.148, -9.393]}

***

[4]
{"formula": "C4H8NO2", "method": "ωB97M-V/def2-TZVPD", "elements": ["C", "C", "C", "C", "N", "O", "O", "H", "H", "H", "H", "H", "H", "H", "H"], "positions_angstrom": [[0.3582, -0.2040, -0.5053], [-1.0220, -0.6754, 1.4608], [1.3102, -0.2854, 1.8226], [-1.1322, 0.8049, -2.1069], [0.0441, -0.2702, 1.0042], [-1.9949, -1.0525, 1.8778], [-0.8697, -0.0714, -1.0825], [1.1411, 0.6325, -0.4805], [0.9491, -1.2370, -0.8119], [1.4742, 0.8031, 2.3409], [2.1943, -0.3837, 1.2956], [1.1705, -0.9720, 2.5557], [-0.4425, 0.7210, -3.0316], [-1.1272, 1.7605, -1.6694], [-2.0533, 0.4295, -2.6695]], "atomic_forces_ev_per_a": [[1.44, -1.13, -0.02], [-0.90, -0.45, -0.05], [-1.50, 5.40, 1.52], [-0.08, -0.83, -4.42], [3.90, 0.25, -1.29], [-1.10, -0.25, 0.52], [0.84, -2.11, 1.27], [-1.43, -0.69, -0.83], [-1.61, 2.43, 0.88], [-0.81, -2.57, -1.16], [1.24, -0.85, -1.74], [0.09, -2.09, 2.19], [-0.18, 0.28, 1.83], [-0.52, 1.62, -0.26], [0.61, 0.99, 1.57]], "nbo_charge": [0.149, 1.005, -0.395, -0.271, -0.459, -0.272, -0.538, 0.212, 0.219, 0.250, 0.247, 0.227, 0.197, 0.192, 0.236], "gap_ev": 10.3638, "smiles": "COC[N+](C)=C=O", "lumo_energy_ev": -4.75, "e_above_lowest_ev": 3.603, "charge": 1, "e_homo_ev": -15.113}

***

[5]
{"formula": "C4H6O2", "method": "ωB97M-V/def2-TZVPD", "elements": ["O", "C", "C", "C", "C", "O", "H", "H", "H", "H", "H", "H"], "positions_angstrom": [[-1.9009, 1.1025, -1.1304], [-0.9547, 1.4105, -0.4554], [0.4423, 0.8343, -0.6276], [0.1836, -0.2838, 0.3778], [0.4374, -1.7169, 0.4496], [1.1014, -0.7881, 1.3124], [-1.0608, 1.9982, 0.4777], [1.2326, 1.5249, -0.3005], [0.5917, 0.5480, -1.6727], [-0.7891, -0.0703, 0.8727], [-0.3863, -2.2815, 0.8936], [1.1029, -2.2777, -0.1972]], "atomic_forces_ev_per_a": [[0.26, 0.36, -0.03], [-0.02, 0.45, -0.51], [-0.29, -0.13, -0.05], [-0.80, 0.10, 0.40], [0.00, -0.30, -0.14], [0.28, -0.08, 0.19], [-0.18, 0.23, -0.13], [-0.28, -0.25, 0.03], [0.09, -0.25, 0.30], [0.62, -0.28, 0.09], [0.43, -0.11, 0.06], [-0.10, 0.26, -0.22]], "nbo_charge": [-0.521, 0.440, -0.537, 0.062, -0.098, -0.479, 0.112, 0.238, 0.238, 0.169, 0.182, 0.193], "gap_ev": 11.0332, "smiles": "O=CC[C@H]1CO1", "lumo_energy_ev": 0.96, "e_above_lowest_ev": 2.692, "charge": 0, "e_homo_ev": -10.073}

***

[6]
{"formula": "C4H7N3S", "method": "ωB97M-V/def2-TZVPD", "elements": ["C", "C", "C", "C", "H", "H", "H", "H", "H", "H", "H", "N", "N", "N", "S"], "positions_angstrom": [[-0.9620, 1.3752, -1.2639], [0.1132, 0.4757, 0.7587], [0.3653, 0.4980, 2.1661], [0.3364, -1.5429, -0.8127], [-0.1059, 1.0350, -1.9261], [-1.3315, 2.3798, -1.3331], [-1.8731, 0.7906, -1.5052], [-0.0955, 1.4020, 2.7150], [1.0559, -2.1778, -1.1427], [0.0284, -0.9973, -1.7004], [-0.4922, -2.1418, -0.3015], [-0.7140, 1.3237, 0.1914], [1.0377, -0.4459, 2.6145], [0.8828, -0.5543, 0.1532], [1.7544, -1.4200, 1.3868]], "atomic_forces_ev_per_a": [[-0.09, -1.05, 0.98], [-1.55, 1.06, -3.79], [-1.70, 2.52, 0.23], [-3.14, 2.14, 1.57], [-0.93, 0.88, 0.70], [0.47, 0.70, -1.06], [0.58, -0.17, 0.07], [0.79, -1.93, -0.32], [2.38, -1.90, -0.58], [-0.55, -0.18, 0.11], [0.85, 0.78, -0.98], [1.66, -1.89, 0.83], [2.35, -1.76, 1.46], [0.34, -0.81, -0.03], [-1.47, 1.59, 0.82]], "nbo_charge": [-0.457, 0.325, 0.033, -0.405, 0.185, 0.219, 0.201, 0.228, 0.204, 0.212, 0.196, -0.459, -0.515, -0.578, 0.611], "gap_ev": 8.6985, "smiles": "C/N=c1/cnsn1C", "lumo_energy_ev": 0.49, "e_above_lowest_ev": 3.059, "charge": 0, "e_homo_ev": -8.206}

***

Number 1: total energy -3806.00688 a.u.. Number 2: total energy -292.32738 a.u.. Number 3: total energy -790.98507 a.u.. Number 4: total energy -362.08107 a.u.. Number 5: total energy -306.40736 a.u.. Number 6: total energy -718.99018 a.u..